# 1
Computed, not measured: C6H10O as an isolated structure, with ωB97M-V with the def2-TZVPD basis set.

Element x y z (Å)
C1 2.216 0.007 0.217
C2 0.737 -0.250 0.098
C3 0.027 -1.248 0.798
C4 -1.436 -0.966 0.466
C5 -1.499 0.080 -0.670
C6 -0.157 0.808 -0.569
O1 -0.179 1.963 0.257
H1 2.351 0.938 0.778
H2 2.689 0.144 -0.762
H3 2.705 -0.807 0.757
H4 0.640 -1.429 -0.357
H5 -1.863 -0.574 1.401
H6 -2.003 -1.877 0.249
H7 -1.566 -0.431 -1.638
H8 -2.340 0.778 -0.607
H9 0.225 1.158 -1.533
H10 -0.546 1.705 1.114

* orbital gap: 9.139 eV
* energy above the lowest of the compared OMol25 structures with the same formula, charge and spin: 71.5 kcal/mol
* multiplicity: 1
* net charge: 0

***

# 2
Computed, not measured: C6H10O as an isolated structure, with ωB97M-V with the def2-TZVPD basis set.

Element x y z (Å)
C1 -0.381 1.187 0.378
C2 -0.392 0.330 -0.838
C3 0.151 0.809 -2.137
C4 0.353 -0.007 0.893
C5 -0.639 -1.896 0.818
C6 1.385 0.055 1.721
O1 -1.866 -1.592 0.777
H1 -0.272 -2.668 1.516
H2 0.163 2.120 0.249
H3 -1.386 1.349 0.780
H4 -1.211 -0.379 -0.893
H5 -0.218 -2.179 -0.207
H6 1.876 -0.830 2.101
H7 1.634 0.944 2.287
H8 0.887 1.601 -2.009
H9 0.601 -0.018 -2.690
H10 -0.684 1.176 -2.745

* orbital gap (spin up / spin down): 7.614 / 7.622 eV
* energy above the lowest of the compared OMol25 structures with the same formula, charge and spin: 129.0 kcal/mol
* multiplicity: 1
* net charge: 0

***

# 3
Computed, not measured: a 2-piece molecular cluster, C6H10O overall, with ωB97M-V with the def2-TZVPD basis set.

Element x y z (Å)
C1 -0.564 0.809 0.875
C2 -1.425 0.446 -0.054
C3 -1.021 -0.630 -1.039
C4 0.496 -0.898 -0.986
C5 1.377 0.369 -0.960
O1 1.722 0.848 0.352
C6 0.708 0.742 1.247
H1 -2.343 1.000 -0.241
H2 -1.271 -0.224 -2.030
H3 -1.590 -1.564 -0.946
H4 0.744 -1.518 -0.117
H5 0.775 -1.486 -1.870
H6 2.349 0.166 -1.416
H7 0.895 1.181 -1.521
H8 1.055 0.614 2.268
H9 -0.773 -0.157 3.452
H10 -1.135 0.301 2.985

* orbital gap: 9.298 eV
* SMILES: C1=CCCCOC=1.[H][H]
* energy above the lowest of the compared OMol25 structures with the same formula, charge and spin: 76.2 kcal/mol
* multiplicity: 1
* net charge: 0

***

# 4
Computed, not measured: a 2-piece molecular cluster, C6H10O overall, with ωB97M-V with the def2-TZVPD basis set.

Element x y z (Å)
C1 1.068 -0.949 -0.921
C2 0.027 -1.752 -1.182
C3 -0.661 -2.436 -0.020
O1 -0.450 -2.197 1.153
H1 1.591 -0.383 -1.699
H2 1.329 -0.644 0.098
H3 -0.336 -1.967 -2.203
H4 -1.352 -3.257 -0.326
C4 1.058 1.771 1.264
C5 0.187 1.867 0.243
C6 -1.143 1.091 0.174
H5 1.936 2.423 1.379
H6 0.886 1.052 2.080
H7 0.434 2.496 -0.633
H8 -1.446 0.571 -0.750
H9 -1.868 1.896 0.305
H10 -1.260 0.419 1.039

* orbital gap: 9.677 eV
* SMILES: C=CC=O.C=CC
* energy above the lowest of the compared OMol25 structures with the same formula, charge and spin: 42.4 kcal/mol
* multiplicity: 1
* net charge: 0